[1]
A 2-piece molecular cluster, C3H3O3 overall. Source: OMol25; level of theory: the ωB97M-V functional and the def2-TZVPD basis.

Last column: natural (NBO) charge in e.
CARTESIAN COORDINATES (ANGSTROEM)
C1 1.038 -0.490 -0.576  0.45
C2 -0.231 -0.353 -1.341  0.30
C3 -1.001 1.043 1.768  0.57
O1 1.063 -0.137 0.564  -0.48
O2 -1.608 1.417 2.612  -0.32
O3 -1.214 -0.603 -0.708  -0.39
H1 2.065 -0.903 -0.962  0.24
H2 -0.240 -0.229 -2.402  0.19
H3 0.129 0.254 1.043  0.43

Atoms 1-6, force components in eV/Å:
3.038 -0.907 -2.703
-0.777 -1.299 -0.171
0.734 -0.527 -0.134
-0.512 0.782 3.719
-0.802 0.506 0.590
-0.471 0.356 0.291

largest force on an atom: 4.17 eV/Å
charge: +1
relative energy (zero: lowest compared OMol25 entry of this formula, charge and spin): 117.2 kJ/mol
HOMO level: -16.38 eV
LUMO: -6.8 eV
HOMO-LUMO gap: 9.5 eV

---

[2]
C17H34BeFO11 as an isolated structure. Source: OMol25; level of theory: the ωB97M-V functional and the def2-TZVPD basis.

Last column: natural (NBO) charge in e.
CARTESIAN COORDINATES (ANGSTROEM)
Be1 8.352 8.306 16.322  1.66
F1 6.354 8.848 17.636  -0.80
C1 3.749 6.412 19.881  -0.42
C2 3.091 5.082 19.610  -0.45
C3 2.535 5.246 18.249  -0.08
O1 2.819 6.589 17.779  -0.55
C4 3.963 7.073 18.495  -0.08
H1 4.686 6.198 20.395  0.20
H2 3.195 7.051 20.569  0.21
H3 2.327 4.906 20.367  0.22
H4 3.831 4.282 19.585  0.21
H5 1.479 4.973 18.245  0.19
H6 2.882 4.622 17.425  0.17
H7 4.042 8.161 18.502  0.20
H8 4.910 6.834 18.010  0.16
C5 3.759 12.750 17.443  -0.44
C6 3.349 13.728 18.488  -0.43
C7 4.418 13.647 19.598  -0.07
O2 5.010 12.360 19.486  -0.55
C8 4.364 11.684 18.379  -0.08
H9 4.524 13.239 16.839  0.20
H10 2.943 12.453 16.784  0.23
H11 2.362 13.548 18.914  0.21
H12 3.181 14.739 18.117  0.22
H13 4.009 13.850 20.588  0.19
H14 5.187 14.375 19.341  0.16
H15 3.589 11.076 18.846  0.17
H16 5.032 10.970 17.897  0.20
C9 7.925 7.753 20.921  -0.27
O3 8.941 6.839 20.596  -0.47
C10 9.706 6.989 19.484  1.04
O4 9.357 7.767 18.586  -0.75
O5 10.745 6.131 19.460  -0.47
C11 11.588 5.982 18.329  -0.27
H17 7.033 7.705 20.295  0.21
H18 8.331 8.747 20.735  0.19
H19 7.644 7.891 21.965  0.22
H20 12.141 6.860 17.997  0.20
H21 11.148 5.435 17.495  0.19
H22 12.362 5.284 18.646  0.22
C12 7.267 8.274 11.856  -0.27
O6 5.992 8.192 12.440  -0.45
C13 5.920 7.790 13.726  1.04
O7 6.828 7.558 14.557  -0.79
O8 4.571 7.820 13.995  -0.46
C14 4.133 7.618 15.360  -0.27
H23 7.131 7.927 10.832  0.22
H24 8.049 7.716 12.372  0.19
H25 7.591 9.315 11.831  0.19
H26 4.413 8.475 15.974  0.21
H27 4.558 6.702 15.770  0.20
H28 3.055 7.460 15.327  0.23
C15 8.040 11.554 18.355  -0.30
O9 9.334 12.050 17.911  -0.48
C16 10.269 11.252 17.286  1.04
O10 10.154 10.048 17.035  -0.75
O11 11.323 12.035 17.051  -0.46
C17 12.509 11.555 16.432  -0.26
H29 7.959 10.652 18.961  0.21
H30 7.349 11.405 17.525  0.19
H31 7.476 12.231 18.996  0.25
H32 13.371 12.222 16.423  0.23
H33 12.347 11.335 15.377  0.19
H34 12.786 10.658 16.987  0.19

Atoms 1-6, force components in eV/Å:
-2.751 1.228 2.876
2.760 -0.675 -1.911
1.714 0.775 0.349
0.465 -0.257 0.432
-0.980 0.170 -2.161
-0.288 0.322 0.197

largest force on an atom: 4.16 eV/Å
charge: +1
relative energy (zero: lowest compared OMol25 entry of this formula, charge and spin): 0.0 kJ/mol
HOMO level: -11.35 eV
LUMO: -7.0 eV
HOMO-LUMO gap: 4.3 eV

---

[3]
A 4-piece molecular cluster, C16H39BrN5O7P overall. Source: OMol25; level of theory: the ωB97M-V functional and the def2-TZVPD basis.

Last column: natural (NBO) charge in e.
CARTESIAN COORDINATES (ANGSTROEM)
O1 -0.041 -3.433 0.597  -0.29
N1 -0.626 -2.393 0.592  0.36
O2 -1.486 -2.444 -0.460  -0.37
C1 -2.310 -1.237 -0.370  0.21
C2 -3.603 -1.623 -1.267  -0.42
C3 -4.560 -2.071 -0.067  -0.69
P1 -6.374 -2.474 -0.392  1.04
O3 -6.492 -3.754 -1.538  -0.97
Br1 -7.062 -3.433 1.581  -0.26
C4 -4.281 -0.860 0.928  0.72
O4 -5.092 -0.094 1.460  -0.54
N2 -2.805 -0.876 0.988  -0.68
H1 -1.692 -0.336 -0.676  0.21
H2 -3.362 -2.554 -1.891  0.26
H3 -3.867 -0.670 -1.844  0.24
H4 -4.027 -2.943 0.444  0.26
H5 -7.418 -3.708 -1.871  0.50
H6 -2.412 -0.039 1.430  0.41
C5 2.040 -4.114 5.041  -0.62
C6 1.736 -2.960 5.993  -0.08
C7 0.230 -2.667 6.151  -0.07
O5 -0.358 -1.986 5.048  -0.55
C8 -0.676 -2.818 3.945  -0.25
N3 2.473 -1.769 5.549  -0.82
H7 1.952 -3.829 3.991  0.21
H8 3.065 -4.465 5.188  0.22
H9 1.371 -4.959 5.224  0.20
H10 2.116 -3.248 6.979  0.19
H11 0.107 -1.995 7.008  0.18
H12 -0.334 -3.576 6.389  0.16
H13 -0.999 -3.815 4.259  0.17
H14 0.180 -2.889 3.271  0.17
H15 -1.491 -2.349 3.390  0.19
H16 2.356 -1.035 6.244  0.35
H17 1.992 -1.404 4.727  0.35
C9 3.991 -0.854 -2.678  -0.61
C10 2.890 -1.549 -1.881  -0.08
C11 1.479 -1.350 -2.472  -0.08
O6 0.916 -0.062 -2.237  -0.56
C12 1.383 0.954 -3.111  -0.25
N4 2.957 -1.099 -0.484  -0.82
H18 4.031 0.220 -2.495  0.20
H19 4.969 -1.258 -2.400  0.22
H20 3.860 -1.015 -3.751  0.20
H21 3.103 -2.623 -1.904  0.19
H22 0.806 -2.058 -1.978  0.18
H23 1.452 -1.595 -3.540  0.17
H24 1.578 0.574 -4.118  0.17
H25 2.279 1.419 -2.697  0.17
H26 0.614 1.726 -3.175  0.19
H27 2.295 -1.643 0.066  0.35
H28 2.580 -0.152 -0.451  0.35
C13 -0.018 6.863 -1.946  -0.62
C14 -0.077 6.261 -3.347  -0.08
C15 0.059 4.725 -3.368  -0.08
O7 1.384 4.246 -3.156  -0.56
C16 1.790 4.226 -1.797  -0.25
N5 0.945 6.904 -4.184  -0.82
H29 0.998 6.916 -1.551  0.20
H30 -0.406 7.886 -1.958  0.22
H31 -0.629 6.286 -1.245  0.20
H32 -1.061 6.506 -3.762  0.19
H33 -0.220 4.377 -4.368  0.18
H34 -0.639 4.249 -2.669  0.16
H35 0.963 3.987 -1.122  0.17
H36 2.237 5.185 -1.528  0.17
H37 2.560 3.462 -1.685  0.19
H38 0.832 6.581 -5.143  0.35
H39 1.849 6.524 -3.906  0.35

Atoms 1-6, force components in eV/Å:
0.183 1.254 0.880
1.244 -2.576 -0.556
-1.306 1.903 0.779
-0.602 1.010 -0.685
0.982 -0.203 1.023
1.044 -0.523 0.260

SMILES string: O=NO[C@H]1C[C@H](P(O)Br)C(=O)N1.COC[C@@H](C)N.COC[C@@H](C)N.COC[C@@H](C)N
largest force on an atom: 3.78 eV/Å
HOMO level: -9.17 eV
LUMO: -0.3 eV
HOMO-LUMO gap: 8.9 eV

---

[4]
A 2-piece molecular cluster, C4H10N2S2 overall. Source: OMol25; level of theory: the ωB97M-V functional and the def2-TZVPD basis.

Last column: natural (NBO) charge in e.
CARTESIAN COORDINATES (ANGSTROEM)
C1 -2.232 -0.030 0.193  -0.40
C2 -0.247 1.275 1.645  -0.47
C3 0.180 -1.408 -0.764  -0.42
C4 1.255 0.863 -0.613  -0.44
N1 -0.276 0.027 1.137  -0.16
N2 0.518 -0.225 0.047  -0.23
S1 -2.733 1.024 -0.922  -0.02
S2 -2.980 -1.489 0.658  0.14
H1 -0.771 1.091 2.660  0.22
H2 0.769 1.566 1.796  0.21
H3 -0.789 2.032 1.009  0.21
H4 1.063 -1.675 -1.409  0.21
H5 0.113 -2.191 -0.065  0.22
H6 -0.796 -1.347 -1.201  0.21
H7 1.584 1.656 0.043  0.21
H8 2.147 0.351 -0.887  0.20
H9 0.695 1.208 -1.540  0.20
H10 -4.062 -1.313 0.049  0.10

Atoms 1-6, force components in eV/Å:
0.693 0.503 0.201
-1.907 2.450 2.552
2.189 0.811 0.970
-1.298 -0.856 -1.361
-1.577 -5.314 -4.358
-0.080 1.242 0.900

largest force on an atom: 7.05 eV/Å
relative energy (zero: lowest compared OMol25 entry of this formula, charge and spin): 491.7 kJ/mol
HOMO level (spin up / spin down): -7.01 / -6.99 eV
LUMO (spin up / spin down): 0.3 / 0.2 eV
HOMO-LUMO gap (spin up / spin down): 7.3 / 7.2 eV

---

[5]
A 2-piece molecular cluster, C34H45N3P overall. Source: OMol25; level of theory: the ωB97M-V functional and the def2-TZVPD basis.

Last column: Mulliken charge in e.
CARTESIAN COORDINATES (ANGSTROEM)
C1 4.098 -1.966 0.061  -1.47
C2 2.970 -2.587 -0.781  1.31
C3 3.018 -2.119 -2.263  -1.75
C4 3.105 -4.135 -0.746  -1.51
N1 1.683 -2.043 -0.173  1.01
P1 0.514 -1.626 -1.274  -0.06
H1 -0.451 0.568 -0.269  -0.17
N2 -0.751 -2.531 -0.541  0.68
C5 -1.552 -3.310 -1.525  0.89
C6 -1.237 -4.828 -1.465  -1.27
C7 -1.223 -2.785 -2.975  -1.76
C8 -3.028 -3.059 -1.146  -1.30
C9 -0.263 -3.126 0.654  0.70
C10 1.088 -2.829 0.874  0.64
C11 1.676 -3.247 2.047  -0.63
C12 0.919 -3.840 3.061  -1.04
C13 -0.414 -4.183 2.803  -0.90
C14 -1.011 -3.878 1.559  -0.72
H2 3.928 -2.109 1.138  0.17
H3 5.026 -2.484 -0.191  0.52
H4 4.285 -0.905 -0.171  0.40
H5 2.246 -2.538 -2.946  0.38
H6 2.979 -1.020 -2.380  0.34
H7 3.988 -2.454 -2.646  0.49
H8 2.422 -4.685 -1.416  0.28
H9 4.128 -4.326 -1.124  0.50
H10 2.997 -4.557 0.256  0.34
H11 -1.420 -5.281 -0.474  0.37
H12 -1.914 -5.281 -2.215  0.49
H13 -0.195 -5.068 -1.763  0.20
H14 -1.348 -1.686 -3.107  0.42
H15 -0.182 -3.024 -3.291  0.42
H16 -1.904 -3.302 -3.674  0.47
H17 -3.326 -2.030 -1.422  0.32
H18 -3.629 -3.791 -1.715  0.43
H19 -3.187 -3.249 -0.067  0.30
H20 2.716 -3.025 2.206  0.30
H21 1.321 -4.029 4.069  0.43
H22 -0.987 -4.719 3.558  0.41
H23 -2.031 -4.178 1.288  0.32
C15 2.227 0.614 0.950  -0.52
C16 2.634 1.922 0.342  3.06
C17 3.979 2.403 0.910  -2.13
C18 2.739 1.897 -1.171  -1.63
C19 1.477 2.794 0.727  -1.49
N3 1.664 3.839 1.592  0.05
C20 0.494 4.553 1.818  -0.45
C21 -0.485 3.946 0.983  0.42
C22 -1.675 4.671 0.777  0.02
C23 -1.971 5.769 1.620  -0.85
C24 -1.042 6.274 2.544  -0.51
C25 0.241 5.705 2.596  -0.89
C26 0.139 2.760 0.341  0.84
C27 -0.494 1.547 -0.417  0.40
C28 -1.987 1.725 -0.364  -0.19
C29 -2.734 1.797 0.845  -0.58
C30 -4.059 2.260 0.776  -0.68
C31 -4.702 2.539 -0.425  0.99
C32 -6.162 2.945 -0.461  -1.40
C33 -3.967 2.346 -1.606  -1.01
C34 -2.649 1.884 -1.574  -0.46
H24 1.192 0.398 0.683  0.42
H25 2.876 -0.165 0.572  -0.75
H26 2.293 0.694 2.033  0.35
H27 4.254 3.403 0.552  0.42
H28 3.943 2.409 2.001  0.48
H29 4.756 1.693 0.583  0.40
H30 2.809 2.916 -1.570  0.41
H31 3.636 1.371 -1.491  0.41
H32 1.882 1.432 -1.656  0.17
H33 2.533 4.016 2.100  0.26
H34 -2.408 4.347 0.022  0.57
H35 -2.986 6.187 1.613  0.37
H36 -1.284 7.158 3.143  0.38
H37 1.043 6.124 3.203  0.38
H38 -0.127 1.624 -1.433  0.37
H39 -2.285 1.620 1.827  0.41
H40 -4.652 2.357 1.690  0.37
H41 -6.521 3.070 -1.490  0.37
H42 -6.869 2.245 0.019  0.31
H43 -6.263 3.902 0.057  0.32
H44 -4.450 2.537 -2.557  0.33
H45 -2.097 1.737 -2.521  0.34

Atoms 1-6, force components in eV/Å:
0.890 -0.350 -0.614
0.406 0.848 -0.118
0.582 0.098 -0.029
-0.018 0.228 -0.314
-1.629 -2.472 -0.237
-0.879 -0.807 1.095

largest force on an atom: 6.27 eV/Å
charge: +1
HOMO level: -9.43 eV
LUMO: -4.6 eV
HOMO-LUMO gap: 4.8 eV

---

[6]
An isolated ion of composition C7H12ClN2OS2 and charge +1. Source: OMol25; level of theory: the ωB97M-V functional and the def2-TZVPD basis.

Last column: natural (NBO) charge in e.
CARTESIAN COORDINATES (ANGSTROEM)
C1 -0.959 2.617 -0.529  -0.63
C2 -1.362 1.322 -1.262  -0.46
C3 -0.325 0.812 -2.237  -0.31
Cl1 -0.722 -0.842 -2.776  0.03
S1 1.318 0.777 -1.439  0.66
C4 1.081 -0.364 -0.048  -0.56
C5 2.088 -1.496 -0.047  -0.53
S2 1.964 -2.485 1.501  0.33
C6 0.386 -2.014 2.065  0.24
N1 -0.722 -2.467 1.578  -0.27
N2 -1.737 -1.837 2.271  -0.27
C7 -1.153 -1.068 3.128  0.29
O1 0.195 -1.111 3.047  -0.40
H1 -0.670 2.428 0.501  0.22
H2 -1.796 3.304 -0.492  0.26
H3 -0.149 3.134 -1.038  0.21
H4 -2.270 1.499 -1.831  0.26
H5 -1.611 0.545 -0.545  0.23
H6 -0.233 1.426 -3.126  0.27
H7 2.029 0.056 -2.324  0.19
H8 1.189 0.258 0.835  0.26
H9 0.072 -0.751 -0.143  0.28
H10 1.879 -2.176 -0.867  0.24
H11 3.111 -1.138 -0.087  0.24
H12 -1.602 -0.429 3.865  0.22

Atoms 1-6, force components in eV/Å:
-0.104 -0.117 -0.204
-0.087 0.547 0.417
-0.282 -0.981 -0.196
0.021 0.209 -0.038
0.284 0.752 0.230
0.298 -0.149 -0.139

largest force on an atom: 1.04 eV/Å
charge: +1
HOMO level: -13.09 eV
LUMO: -3.6 eV
HOMO-LUMO gap: 9.5 eV